## w
3 unconnected molecules or ions with the total composition C5H15NO2, computed with ωB97M-V with the def2-TZVPD basis set.

The calculation puts the lowest unoccupied orbital energy at 0.692 eV. As for the structure (SMILES): C=NCCCC.O.O. Its orbital gap is 10.299 eV.

Cartesian coordinates (Å):
C 2.26833 -0.57445 1.32167
N 1.13338 -0.43561 0.81511
C -0.07223 -1.06643 1.35914
C -1.10378 0.06634 1.55315
C -1.55239 0.71822 0.24009
C -2.59559 -0.15148 -0.44896
H 3.19333 -0.26619 0.82065
H 2.52178 -1.02385 2.29866
H -0.35204 -1.81257 0.61020
H 0.16120 -1.57782 2.30190
H -0.72565 0.68040 2.37988
H -1.87606 -0.48857 2.08574
H -0.67144 0.93734 -0.35934
H -1.91091 1.71235 0.53908
H -3.04749 0.26957 -1.35146
H -2.15871 -1.13143 -0.62812
H -3.41861 -0.36480 0.24015
O 1.39080 -1.33528 -1.84557
H 0.64031 -0.85908 -2.17554
H 1.95129 -0.82437 -1.26572
O 0.55684 2.57994 -2.06619
H 0.28929 2.24705 -2.93282
H 0.63579 1.73255 -1.59926

Computed Löwdin charges, given in elementary charges:
1. C -0.062
2. N -0.061
3. C -0.221
4. C -0.208
5. C -0.252
6. C -0.101
7. H 0.070
8. H 0.077
9. H 0.113
10. H 0.109
11. H 0.112
12. H 0.101
13. H 0.059
14. H 0.111
15. H 0.072
16. H 0.064
17. H 0.073
18. O -0.051
19. H 0.012
20. H 0.000
21. O -0.058
22. H 0.039
23. H 0.002

=====

## x
4 unconnected molecules or ions with the total composition C5H15NO2, computed with ωB97M-V with the def2-TZVPD basis set.

The calculation puts the lowest unoccupied orbital energy at -4.269 eV. Its orbital gap is 3.073 eV.

Cartesian coordinates (Å):
C -0.65287 0.50980 -0.60286
N 1.13170 1.11257 0.85139
C 0.21469 0.00157 0.53161
C -0.68370 -2.71141 1.79892
C -1.97133 -2.24409 1.61041
C -2.62640 -1.79085 0.43853
H -0.03293 0.48155 -1.49631
H -1.48669 -0.15488 -0.88952
H -0.94130 1.53685 -0.45339
H 1.14910 1.78664 0.04199
H -0.42953 -0.27370 1.36344
H 0.59039 -0.98478 0.21521
H -0.05279 -2.99845 0.94999
H -0.31609 -2.93539 2.80273
H -2.54314 -2.13307 2.53330
H -2.33451 -2.19416 -0.53191
H -3.60571 -1.35345 0.54240
H 2.78436 1.73004 -3.12152
H 2.05958 0.88295 1.25498
O 2.44011 1.10428 -2.45383
H 1.76644 3.45932 -1.09428
H 1.74030 1.73317 -1.97830
O 1.06173 2.79792 -1.17167

Computed Löwdin charges, given in elementary charges:
1. C -0.089
2. N 0.034
3. C -0.331
4. C 0.145
5. C -0.197
6. C 0.142
7. H 0.078
8. H 0.049
9. H 0.078
10. H -0.008
11. H 0.069
12. H 0.089
13. H 0.095
14. H 0.095
15. H 0.108
16. H 0.091
17. H 0.084
18. H 0.008
19. H 0.088
20. O -0.204
21. H -0.023
22. H -0.045
23. O -0.357

=====

## y
3 unconnected molecules or ions with the total composition C5H15NO2, computed with ωB97M-V with the def2-TZVPD basis set.

The calculation puts the lowest unoccupied orbital energy at 0.732 eV. As for the structure (SMILES): CC/C(C)=C/N.O.O. Its orbital gap is 8.505 eV.

Cartesian coordinates (Å):
C -0.38123 -1.13780 -1.92421
C 0.38376 0.11393 -1.44554
C -0.48308 0.97891 -0.57771
C -1.17695 2.17389 -1.21191
C -0.65790 0.71932 0.71838
N -1.43623 1.41270 1.63962
H 0.05663 -1.56486 -2.83042
H -0.38102 -1.83661 -1.09378
H -1.43929 -0.98064 -2.15757
H 1.21092 -0.30174 -0.86606
H 0.76396 0.69143 -2.28520
H -1.15527 2.99568 -0.49076
H -2.22488 1.97466 -1.42010
H -0.61333 2.50502 -2.06738
H 0.06724 0.07012 1.19373
H -1.19990 1.28113 2.60237
H -2.39981 1.60029 1.42033
O 2.39864 -0.01895 2.38725
H 1.80955 -0.48796 1.77862
H 2.50400 0.83882 1.94549
O 0.84470 -3.27230 0.14591
H 0.44310 -3.34956 -0.72713
H 1.30486 -4.12325 0.19592

Computed Löwdin charges, given in elementary charges:
1. C -0.097
2. C -0.213
3. C -0.316
4. C -0.056
5. C -0.188
6. N 0.058
7. H 0.073
8. H 0.033
9. H 0.078
10. H 0.099
11. H 0.102
12. H 0.072
13. H 0.074
14. H 0.064
15. H 0.087
16. H 0.076
17. H 0.085
18. O -0.067
19. H 0.004
20. H 0.043
21. O -0.066
22. H 0.012
23. H 0.045

=====

The most stable arrangement is y, and the next structure is 0.0179 hartree less stable.

=====

## w
A molecular structure, C5H15NO2, computed with ωB97M-V with the def2-TZVPD basis set.

The calculation puts the lowest unoccupied orbital energy at 0.848 eV. Its orbital gap is 9.986 eV.

Cartesian coordinates (Å):
C -2.06144 -0.59380 0.91020
C -0.61798 -1.10711 1.01767
C 0.36553 -0.09148 0.49414
C 1.28383 0.56356 1.18928
C 1.89697 1.85290 0.72284
N -2.23278 -0.00348 -0.66477
H -2.69850 -1.47101 0.87669
H -2.36417 -0.03531 1.79649
H -0.49008 -1.27907 2.09152
H -0.48825 -2.06034 0.51034
H 0.10792 0.19973 -0.51718
H 1.63765 0.19545 2.15623
H 1.65878 2.63364 1.44506
H 2.98725 1.78213 0.69578
H 1.53103 2.17807 -0.24607
H -2.05255 0.53077 0.17073
H -3.20759 0.31673 -0.71707
H 3.13563 -1.18767 -0.05232
H 2.88485 -2.18977 -1.00538
O 2.80572 -2.09302 -0.03551
H -1.88576 0.97164 -2.11051
H -2.21343 1.77752 -3.31818
O -1.44469 1.42295 -2.87603

Computed Löwdin charges, given in elementary charges:
1. C -0.177
2. C -0.194
3. C -0.145
4. C -0.179
5. C -0.104
6. N -0.006
7. H 0.101
8. H 0.121
9. H 0.114
10. H 0.113
11. H 0.101
12. H 0.110
13. H 0.071
14. H 0.066
15. H 0.074
16. H -0.018
17. H 0.062
18. H 0.021
19. H 0.051
20. O -0.066
21. H -0.030
22. H 0.012
23. O -0.098

=====

## x
3 unconnected molecules or ions with the total composition C5H15NO2, computed with ωB97M-V with the def2-TZVPD basis set.

The calculation puts the lowest unoccupied orbital energy at 0.773 eV. As for the structure (SMILES): CC/C=C/NC.O.O. Its orbital gap is 8.421 eV.

Cartesian coordinates (Å):
C 2.15337 -0.00801 -2.07918
C 1.09229 0.92673 -1.38496
C 1.14974 0.83304 0.09181
C 0.36120 0.00448 0.77875
N 0.33044 -0.01725 2.17436
C -0.19118 -1.24618 2.75951
H 2.21153 -0.92296 -1.53738
H 1.81182 -0.08360 -3.09956
H 3.13299 0.49184 -2.09383
H 0.09126 0.71530 -1.80899
H 1.26748 1.97763 -1.89402
H 1.84758 1.52504 0.55324
H -0.46112 -0.56493 0.39086
H 0.99995 0.48467 2.72088
H 0.44192 -2.13788 2.36261
H -1.24054 -1.43478 2.59147
H 0.05423 -1.25699 3.84819
O -1.86923 1.11732 -0.34860
H -1.44068 1.79999 0.16975
H -2.79075 0.91533 -0.18588
O -2.13127 -1.41881 -1.52485
H -2.16789 -0.57608 -1.98809
H -1.19441 -1.54578 -1.31569

Computed Löwdin charges, given in elementary charges:
1. C -0.106
2. C -0.286
3. C -0.153
4. C -0.192
5. N -0.100
6. C -0.128
7. H 0.051
8. H 0.056
9. H 0.068
10. H 0.075
11. H 0.135
12. H 0.105
13. H 0.090
14. H 0.111
15. H 0.101
16. H 0.066
17. H 0.082
18. O -0.064
19. H 0.053
20. H 0.052
21. O -0.064
22. H 0.023
23. H 0.024

=====

The most stable arrangement is x, and the next structure is 0.0808 hartree less stable.

=====

## w
A molecular structure, C2H2BrF3O, computed with ωB97M-V with the def2-TZVPD basis set.

The calculation puts the lowest unoccupied orbital energy at 0.637 eV. Its orbital gap is 11.374 eV.

Cartesian coordinates (Å):
C -0.44216 -0.49163 0.04054
C 0.43658 0.65956 -0.43497
O 0.14589 -1.33531 0.90910
F -0.13101 1.37956 -1.39196
F 0.74613 1.48775 0.57289
F 1.59830 0.19584 -0.91558
Br -2.14683 0.24698 0.66672
H -0.73150 -1.26568 -1.12298
H 0.52460 -0.87707 1.67624

Computed Löwdin charges, given in elementary charges:
1. C -0.727
2. C -0.731
3. O -0.041
4. F 0.136
5. F 0.125
6. F 0.145
7. Br 0.726
8. H 0.242
9. H 0.125

=====

## x
2 unconnected molecules or ions with the total composition C2H2BrF3O, computed with ωB97M-V with the def2-TZVPD basis set.

The calculation puts the lowest unoccupied orbital energy (alpha / beta) at -2.098 / -2.097 eV. Its orbital gap (alpha / beta) is 7.620 / 7.621 eV.

Cartesian coordinates (Å):
C -0.17978 -0.28958 0.60306
C -0.42615 -0.34172 2.13728
O 0.58667 0.62398 0.08452
F -1.03949 -1.48333 2.32508
F 0.57208 -0.40672 3.01047
F -1.18277 0.72268 2.51250
Br 1.50569 -2.41323 0.31242
H -0.84002 -0.99329 0.18037
H 0.94761 0.30621 -0.68909

Computed Löwdin charges, given in elementary charges:
1. C -0.126
2. C -0.648
3. O 0.127
4. F 0.147
5. F 0.159
6. F 0.143
7. Br 0.032
8. H 0.089
9. H 0.075

=====

The most stable arrangement is w, and the next structure is 0.0393 hartree less stable.

=====

## w
A molecular structure, C2H4OS2, computed with ωB97M-V with the def2-TZVPD basis set.

The calculation puts the lowest unoccupied orbital energy (alpha / beta) at -0.225 / -0.225 eV. Its orbital gap (alpha / beta) is 7.046 / 7.048 eV.

Cartesian coordinates (Å):
C 1.23299 -0.42162 -0.05818
C -1.57709 -0.23403 -0.55865
O -0.42187 0.22364 -0.47735
S 1.92842 1.12318 -0.11561
S -2.86019 0.79932 -0.00883
H 1.68609 -1.13730 -0.80180
H -1.89089 -1.29699 -0.70633
H 1.24253 1.79781 0.97449
H -2.00732 1.78421 -0.11065

Computed Löwdin charges, given in elementary charges:
1. C -0.486
2. C -0.579
3. O -0.287
4. S 0.610
5. S 0.847
6. H -0.010
7. H 0.106
8. H -0.085
9. H -0.117

=====

## x
A single C2H4OS2 molecule, computed with ωB97M-V with the def2-TZVPD basis set.

The calculation puts the lowest unoccupied orbital energy at -0.416 eV. As for the structure (SMILES): C=C=[S@H](=O)S. Its orbital gap is 8.767 eV.

Cartesian coordinates (Å):
C -1.65745 0.24223 -0.26991
C -0.49218 0.77874 -0.68376
S 0.89994 0.47092 0.30265
O 1.97887 1.40867 0.06467
S 1.56268 -1.54121 0.14638
H -2.47226 0.61606 -0.71083
H -1.88698 -0.45312 0.45745
H 1.12491 0.31242 1.75104
H 0.94246 -1.83471 -1.05769

Computed Löwdin charges, given in elementary charges:
1. C -0.097
2. C -0.303
3. S 0.459
4. O -0.479
5. S 0.458
6. H 0.002
7. H 0.034
8. H 0.064
9. H -0.137

=====

## y
2 unconnected molecules or ions with the total composition C2H4OS2, computed with ωB97M-V with the def2-TZVPD basis set.

The calculation puts the lowest unoccupied orbital energy at 0.321 eV. Its orbital gap is 9.577 eV.

Cartesian coordinates (Å):
C -1.52334 -0.44864 -0.17142
C -0.90967 -0.84079 0.76365
O 1.98946 -1.41462 0.22192
S 1.60872 1.61090 0.19484
S 1.38745 -0.34759 -0.56719
H -2.22239 -0.08200 -0.99633
H 0.26099 1.52442 0.01659
H -0.34788 -1.29102 1.69410
H 2.50113 -0.23687 -1.65608

Computed Löwdin charges, given in elementary charges:
1. C -0.076
2. C -0.119
3. O -0.627
4. S 0.394
5. S 0.436
6. H 0.082
7. H -0.215
8. H 0.112
9. H 0.014

=====

The most stable arrangement is y, and the next structure is 0.0093 hartree less stable.

=====

## w
A molecular structure, C4H4P2, computed with ωB97M-V with the def2-TZVPD basis set.

The calculation puts the lowest unoccupied orbital energy at -0.035 eV. Its orbital gap is 8.508 eV.

Cartesian coordinates (Å):
C 0.80107 -0.45894 -1.16321
C -0.14932 0.47876 -0.45655
C 0.41227 0.64612 1.00345
C -1.12117 -0.36945 0.43200
P 1.48387 -1.71374 -0.26693
P 0.19327 -1.05425 1.39092
H 0.90752 -0.22072 -2.20542
H -0.54323 1.40663 -1.03767
H 0.16896 1.32876 1.65792
H -2.15325 -0.04318 0.64551

Computed Löwdin charges, given in elementary charges:
1. C -0.509
2. C -0.450
3. C -0.271
4. C -0.279
5. P 0.676
6. P 0.603
7. H 0.027
8. H 0.146
9. H -0.013
10. H 0.071

=====

## x
A molecular structure, C4H4P2, computed with ωB97M-V with the def2-TZVPD basis set.

The calculation puts the lowest unoccupied orbital energy at -0.829 eV. Its orbital gap is 7.681 eV.

Cartesian coordinates (Å):
C -1.52981 0.70452 0.45097
C -1.32164 -0.06804 -0.60165
C 1.86877 -0.41628 0.07368
C 0.60163 -0.59488 -0.59873
P -0.31205 1.28323 1.68558
P 1.67047 0.69111 1.47473
H -2.52757 1.09127 0.65112
H -1.80908 -0.49943 -1.44011
H 2.75872 -0.90023 -0.26597
H 0.60055 -1.29126 -1.42962

Computed Löwdin charges, given in elementary charges:
1. C -0.536
2. C -0.025
3. C -0.492
4. C -0.097
5. P 0.510
6. P 0.512
7. H 0.032
8. H 0.053
9. H 0.022
10. H 0.022

=====

The most stable arrangement is w, and the next structure is 0.0155 hartree less stable.

=====

## w
A gas-phase ion, C3H9N2O (charge +1), computed with ωB97M-V with the def2-TZVPD basis set.

The calculation puts the lowest unoccupied orbital energy at -3.271 eV. As for the structure (SMILES): NC(=O)CC[NH3+]. Its orbital gap is 11.443 eV. The charge is +1.

Cartesian coordinates (Å):
N 0.14281 -2.17584 1.16995
C 0.08412 -0.90698 0.69944
O 1.31564 -0.48485 0.59008
C -1.10771 0.00707 0.32543
C -0.43776 1.26808 -0.46668
N 0.81618 0.93883 -1.23466
H -0.61713 -2.50417 1.68895
H 1.06199 -2.52028 1.27301
H -1.85321 -0.33824 -0.40949
H -1.38474 0.37192 1.36857
H -1.08510 1.66926 -1.18642
H -0.34819 2.16539 0.13678
H 1.34954 0.21639 -0.54501
H 0.62984 0.47340 -2.18136
H 1.43371 1.82003 -1.22859

Computed Löwdin charges, given in elementary charges:
1. N 0.219
2. C -0.353
3. O -0.023
4. C 0.001
5. C -0.133
6. N 0.100
7. H 0.108
8. H 0.123
9. H 0.129
10. H 0.159
11. H 0.097
12. H 0.128
13. H 0.055
14. H 0.194
15. H 0.196

=====

## x
2 unconnected molecules or ions with the total composition C3H9N2O, computed with ωB97M-V with the def2-TZVPD basis set.

The calculation puts the lowest unoccupied orbital energy (alpha / beta) at -5.053 / -7.720 eV. Its orbital gap (alpha / beta) is 10.277 / 4.977 eV. The charge is +1.

Cartesian coordinates (Å):
C -1.16113 1.35449 -0.82426
C -0.39599 1.74411 1.57991
C 1.57176 -3.43212 -0.65121
N -0.36111 1.04176 0.32294
N 0.25717 -0.01784 0.26908
O 0.48629 -0.65718 -0.73082
H -0.75965 0.98577 -1.73407
H -2.18836 1.12532 -0.81257
H -1.09527 2.40258 -0.93644
H -0.08808 1.10403 2.38091
H 0.37951 2.58054 1.39863
H -1.35483 2.12179 1.74865
H 2.60942 -3.33488 -0.76442
H 0.95944 -3.17800 -1.50409
H 1.14083 -3.84035 0.25774

Computed Löwdin charges, given in elementary charges:
1. C 0.025
2. C 0.038
3. C 0.305
4. N -0.180
5. N -0.007
6. O 0.097
7. H 0.093
8. H 0.107
9. H 0.100
10. H 0.101
11. H 0.150
12. H 0.085
13. H 0.016
14. H 0.025
15. H 0.044

=====

## y
A gas-phase ion, C3H9N2O (charge +1), computed with ωB97M-V with the def2-TZVPD basis set.

The calculation puts the lowest unoccupied orbital energy at -6.015 eV. As for the structure (SMILES): CCN[N+](C)=O. Its orbital gap is 10.032 eV. The charge is +1.

Cartesian coordinates (Å):
C 1.73640 1.08050 -0.05475
C 0.63362 0.08178 -0.56876
N -0.64855 0.63343 -0.09584
N -1.92406 0.25356 0.04957
C -2.27196 -1.11418 0.04104
O -2.72960 1.15041 0.22529
H 2.06498 0.81790 1.02284
H 2.59284 1.09541 -0.61635
H 1.41578 2.12191 0.02214
H 0.50451 0.03539 -1.61701
H 0.82144 -0.99719 -0.15794
H -0.83535 1.57402 0.06360
H -2.40784 -1.61034 -1.01889
H -3.20018 -1.24582 0.60145
H -1.49474 -1.68257 0.52619

Computed Löwdin charges, given in elementary charges:
1. C -0.041
2. C -0.124
3. N 0.115
4. N -0.240
5. C 0.053
6. O 0.166
7. H 0.122
8. H 0.045
9. H 0.082
10. H 0.109
11. H 0.163
12. H 0.139
13. H 0.181
14. H 0.126
15. H 0.104

=====

## z
A gas-phase ion, C3H9N2O (charge +1), computed with ωB97M-V with the def2-TZVPD basis set.

The calculation puts the lowest unoccupied orbital energy at -4.016 eV. As for the structure (SMILES): C[C@@H](O)/[NH+]=C/N. Its orbital gap is 10.625 eV. The charge is +1.

Cartesian coordinates (Å):
C 0.34514 1.06275 -1.76029
C 0.77610 0.13847 -0.51797
O 1.92246 0.58588 0.20749
N -0.35187 0.13872 0.44308
C -0.50604 -0.95269 1.19970
N -1.62913 -1.12048 1.86546
H -0.46559 0.53653 -2.15165
H -0.06186 2.03927 -1.44689
H 1.18774 1.03477 -2.47098
H 1.02480 -0.92047 -0.92504
H 2.77017 0.71854 -0.31059
H -1.02414 0.89235 0.51041
H 0.03233 -1.80661 1.12160
H -1.80874 -1.99880 2.34184
H -2.21139 -0.34825 1.89384

Computed Löwdin charges, given in elementary charges:
1. C 0.002
2. C -0.374
3. O -0.036
4. N 0.120
5. C -0.066
6. N 0.217
7. H 0.049
8. H 0.094
9. H 0.098
10. H 0.177
11. H 0.144
12. H 0.172
13. H 0.138
14. H 0.156
15. H 0.110

=====

The most stable arrangement is z, and the next structure is 0.0061 hartree less stable.